Entry 1:
This record from OMol25 describes 16 unconnected molecules or ions with the total composition C32H96O16 at a distorted geometry. The level of theory is wB97M-V/def2-TZVPD.

The geometry in ORCA input format:
```
! RIJCOSX wB97M-V def2-TZVPD def2/J DEFGRID3
* xyz 0 1
C 4.1273 1.7937 -1.9625
C 5.4171 2.1281 -1.2595
O 6.4046 1.2035 -1.6831
H 3.6398 0.8924 -1.5868
H 4.2837 1.5973 -3.0256
H 3.4370 2.6330 -1.8657
H 5.2669 2.0637 -0.1749
H 5.7194 3.1517 -1.5031
H 7.2676 1.4819 -1.3646
C 0.7618 3.8292 -4.0127
C 0.5154 2.3694 -3.7407
O -0.5159 1.9112 -4.6260
H 0.9983 4.0146 -5.0568
H 1.5552 4.2164 -3.3677
H -0.1183 4.4106 -3.7277
H 0.2462 2.2001 -2.6894
H 1.4384 1.7807 -3.8926
H -0.6171 0.9441 -4.5180
C -0.9597 5.4824 0.8202
C 0.3354 6.2720 0.8383
O 0.1059 7.6915 0.8791
H -1.7189 5.8776 0.1430
H -1.4053 5.4488 1.8202
H -0.8075 4.4423 0.5153
H 0.9301 6.0597 -0.0530
H 0.9373 5.9737 1.7016
H -0.0171 7.9640 1.7913
C -3.6234 2.5497 -1.0109
C -4.0539 3.9537 -0.6897
O -4.3350 4.0594 0.7291
H -3.5482 2.4147 -2.0926
H -4.3662 1.8210 -0.6729
H -2.6693 2.3039 -0.5517
H -4.9553 4.2357 -1.2412
H -3.2528 4.6468 -0.9552
H -4.6569 4.9498 0.8985
C 2.3372 -1.2119 -3.8425
C 3.1904 -2.0066 -2.8846
O 2.3929 -2.8698 -2.0514
H 1.7972 -1.8447 -4.5468
H 2.9887 -0.5179 -4.3734
H 1.5788 -0.6432 -3.3069
H 3.7733 -1.3354 -2.2511
H 3.9166 -2.6270 -3.4264
H 2.9863 -3.1965 -1.3484
C -1.5118 1.7042 4.1437
C -2.8375 1.8706 3.4362
O -2.5801 2.2970 2.0845
H -0.9567 2.6465 4.1275
H -0.8379 1.0210 3.6145
H -1.6091 1.3196 5.1590
H -3.4627 2.6189 3.9317
H -3.3778 0.9145 3.4236
H -3.3051 2.8759 1.7893
C 0.4016 -0.5414 -0.6206
C -0.6038 -0.0676 0.4053
O -0.3165 1.3156 0.7776
H 0.2428 -1.5971 -0.8368
H 1.4137 -0.4305 -0.2217
H 0.3112 0.0397 -1.5345
H -0.5265 -0.6696 1.3243
H -1.6286 -0.1286 0.0170
H -1.1063 1.6321 1.2759
C 4.8500 -1.7054 0.2504
C 5.2597 -3.1561 0.3795
O 4.2432 -3.9955 -0.2344
H 5.2193 -1.2167 -0.6555
H 5.2247 -1.1211 1.0866
H 3.7617 -1.5960 0.2414
H 5.2767 -3.4152 1.4440
H 6.2358 -3.3590 -0.0660
H 4.4176 -4.9026 0.0311
C 3.6881 4.0990 1.3532
C 2.5243 3.2941 0.8139
O 1.5240 3.1689 1.8415
H 4.3296 3.4635 1.9633
H 3.3110 4.9592 1.9043
H 4.3064 4.4978 0.5443
H 2.8445 2.2717 0.5684
H 2.1215 3.7799 -0.0882
H 0.9292 2.4757 1.5001
C -2.3252 -1.8215 4.2600
C -1.7311 -1.8927 5.6567
O -0.3694 -2.3250 5.5404
H -3.1561 -1.1099 4.2797
H -2.6844 -2.8010 3.9570
H -1.6185 -1.4105 3.5381
H -2.2569 -2.6675 6.2277
H -1.8054 -0.9628 6.2248
H 0.0665 -2.2896 6.3978
C 2.1036 -0.5577 3.2388
C 3.4707 0.0845 3.2977
O 4.4229 -0.9524 3.3505
H 1.3423 0.1616 2.9365
H 1.8594 -0.9716 4.2175
H 2.1100 -1.3922 2.5355
H 3.5273 0.7463 4.1702
H 3.6335 0.7398 2.4295
H 5.2733 -0.6107 3.6425
C -1.0336 -5.0874 -4.2628
C -0.4193 -4.6010 -2.9747
O -0.1626 -3.1755 -3.0449
H -0.4987 -4.6571 -5.1125
H -2.0910 -4.8390 -4.3566
H -0.9314 -6.1719 -4.3527
H 0.5128 -5.1451 -2.7906
H -1.0832 -4.8347 -2.1322
H 0.7560 -3.0411 -2.7409
C -2.4773 -0.2104 -6.0289
C -1.9242 -1.3478 -5.2016
O -0.9330 -0.8665 -4.2985
H -3.1168 -0.6080 -6.8245
H -1.6990 0.3692 -6.5244
H -3.1107 0.4539 -5.4402
H -1.5361 -2.1228 -5.8736
H -2.7425 -1.7871 -4.6175
H -0.7847 -1.6024 -3.6631
C 0.5187 -3.8540 1.8273
C 1.2679 -4.2597 3.0696
O 0.3388 -4.6082 4.1106
H 1.1459 -3.4094 1.0485
H -0.2496 -3.1100 2.0615
H -0.0151 -4.7293 1.4568
H 1.9588 -3.5011 3.4456
H 1.8216 -5.1881 2.9108
H 0.0960 -3.8228 4.6292
C -5.9481 0.5182 1.9762
C -5.0774 -0.4954 1.2483
O -5.4516 -1.8596 1.5260
H -7.0039 0.4154 1.7489
H -5.5934 1.4977 1.6285
H -5.7897 0.4495 3.0562
H -4.0016 -0.3494 1.4145
H -5.1958 -0.3734 0.1666
H -5.5531 -1.9418 2.4795
C -2.6229 -3.5370 -0.1508
C -3.6054 -2.9907 -1.1718
O -4.9339 -3.4598 -0.9130
H -1.6470 -3.0648 -0.3427
H -2.5497 -4.6173 -0.2518
H -2.8560 -3.2341 0.8711
H -3.2957 -3.2427 -2.1855
H -3.6028 -1.8935 -1.0956
H -5.2463 -2.9095 -0.1801
*
```

As for the LUMO energy: 0.37 eV. The calculation puts the total energy at -67498.689 eV. For the largest force on an atom, the calculation gives 1.1 eV/Å. For the HOMO-LUMO gap, the calculation gives 9.698 eV.

Entry 2:
This record from OMol25 describes a single C3H12N4O molecule. The level of theory is wB97M-V/def2-TZVPD.

The geometry in ORCA input format:
```
! RIJCOSX wB97M-V def2-TZVPD def2/J DEFGRID3
* xyz 0 1
C -1.5722 -0.2527 -1.3334
C -1.5555 -0.2008 1.0612
N -0.9655 0.3298 -0.1542
H 0.7917 -1.6442 -0.0672
H -1.3710 -1.3310 -1.4426
H -2.6497 -0.1161 -1.2529
H -0.9893 0.1351 1.9256
H -1.5765 -1.2974 1.0748
H -2.5773 0.1743 1.1348
H -1.2285 0.2771 -2.2200
C 0.4994 0.3781 -0.1296
N 2.4346 -0.8275 0.6892
N 0.9698 1.5040 0.6375
O 1.0149 0.5821 -1.4179
N 1.0270 -0.8271 0.4929
H 0.9366 -0.2322 -1.9293
H 2.6133 -0.2633 1.5161
H 2.9006 -0.3571 -0.0922
H 0.9122 2.3300 0.0552
H 0.3854 1.6391 1.4520
*
```

As for the LUMO energy: 0.76 eV. The calculation puts the total energy at -11312.438 eV. For the largest force on an atom, the calculation gives 0.5 eV/Å. For the HOMO-LUMO gap, the calculation gives 9.253 eV.

Entry 3:
This record from OMol25 describes a molecular structure, C32H31ClN4O2OsSi at a distorted geometry. The level of theory is wB97M-V/def2-TZVPD.

The geometry in ORCA input format:
```
! RIJCOSX wB97M-V def2-TZVPD def2/J DEFGRID3
* xyz 0 5
Os 0.0811 0.1117 -0.0713
N -2.0506 1.1681 0.9425
N -3.0386 1.0286 -0.0440
C -2.6735 0.6249 -1.3375
O -3.4860 0.7275 -2.2331
O -1.4928 0.1003 -1.4138
H -2.4028 0.8249 1.8282
H -1.7733 2.1382 1.0495
H -3.8270 1.6550 -0.0224
C 2.2336 -1.9947 -1.9947
N 1.2369 -1.8373 -0.9495
C 0.5468 -2.8493 -0.5536
C -0.4632 -2.7281 0.4290
C -1.2503 -3.7110 1.0218
C -2.0766 -3.0575 1.9408
C -1.7639 -1.7056 1.8653
N -0.7980 -1.4955 0.9529
C 1.8163 -1.2424 -3.2382
C 0.7862 -1.7297 -4.0345
C 0.3828 -1.0337 -5.1621
C 0.9926 0.1684 -5.4928
C 2.0191 0.6617 -4.7027
C 2.4328 -0.0459 -3.5825
H 2.3628 -3.0578 -2.2280
H 3.1826 -1.5934 -1.6308
H 0.7284 -3.8469 -0.9618
H -1.2019 -4.7671 0.8078
H -2.8314 -3.4967 2.5715
H -2.1895 -0.8871 2.4244
H 0.2906 -2.6556 -3.7649
H -0.4089 -1.4287 -5.7847
H 0.6639 0.7210 -6.3630
H 2.4996 1.5977 -4.9581
H 3.2474 0.3264 -2.9701
Cl -0.3543 3.0651 -1.4303
C 0.9062 1.8696 -0.9732
H 1.6724 2.4702 -0.4906
H 1.2925 1.5057 -1.9306
C 0.9077 -3.0439 4.9076
C 0.5824 -1.7309 5.2101
C 0.8464 -0.7212 4.2950
C 1.4534 -1.0006 3.0710
C 1.7969 -2.3251 2.7953
C 1.5225 -3.3395 3.6986
Si 1.6965 0.3531 1.7471
C 3.5245 0.1400 1.2132
C 3.9956 0.6573 0.0045
C 5.3294 0.5453 -0.3597
C 6.2258 -0.0936 0.4846
C 5.7768 -0.6159 1.6888
C 4.4407 -0.5029 2.0469
C 1.6385 2.0063 2.6909
C 2.5088 2.2429 3.7551
C 2.4553 3.4317 4.4662
C 1.5301 4.4090 4.1240
C 0.6640 4.1966 3.0622
C 0.7230 3.0035 2.3550
H 0.6789 -3.8364 5.6088
H 0.1156 -1.4956 6.1588
H 0.5870 0.3037 4.5374
H 2.2920 -2.5630 1.8599
H 1.7789 -4.3643 3.4590
H 3.3065 1.1606 -0.6648
H 5.6685 0.9583 -1.3021
H 7.2669 -0.1872 0.2039
H 6.4701 -1.1164 2.3534
H 4.1078 -0.9221 2.9887
H 3.2354 1.4869 4.0331
H 3.1361 3.5975 5.2918
H 1.4873 5.3347 4.6835
H -0.0559 4.9566 2.7845
H 0.0509 2.8394 1.5195
*
```

As for the LUMO energy (spin up / spin down): 0.27 / -1.87 eV. Its expectation value of S² is 6.0197. The calculation puts the total energy at -66608.130 eV. For the largest force on an atom, the calculation gives 1.7 eV/Å. For the HOMO-LUMO gap (spin up / spin down), the calculation gives 8.475 / 6.389 eV.

Entry 4:
This record from OMol25 describes 2 unconnected molecules or ions with the total composition C2H9N4O at a distorted geometry. The level of theory is wB97M-V/def2-TZVPD.

The geometry in ORCA input format:
```
! RIJCOSX wB97M-V def2-TZVPD def2/J DEFGRID3
* xyz 1 1
C 0.7683 -0.6799 0.6476
C 0.5336 0.2628 2.8228
N 1.1185 -0.7186 1.9458
N -0.3340 -0.0279 -3.5047
N -0.0232 -0.2221 -0.1208
N -0.8952 -0.0084 -1.0642
O -0.1390 1.2543 2.0863
H 1.3279 0.8489 3.2914
H -0.3019 0.1003 -2.1163
H -0.2337 -0.2740 3.4088
H 1.9470 -1.2388 2.2019
H -0.9397 1.3766 2.5788
H -1.0249 -0.6951 -3.6623
H -0.6387 0.8368 -3.7969
H 0.5826 -0.1510 -3.8188
H -1.7478 -0.6639 -0.8993
*
```

As for the LUMO energy: -3.46 eV. The calculation puts the total energy at -10217.997 eV. For the largest force on an atom, the calculation gives 3.2 eV/Å. For the HOMO-LUMO gap, the calculation gives 10.093 eV.

Entry 5:
This record from OMol25 describes 4 unconnected molecules or ions with the total composition C23H46NO4. The level of theory is wB97M-V/def2-TZVPD.

The geometry in ORCA input format:
```
! RIJCOSX wB97M-V def2-TZVPD def2/J DEFGRID3
* xyz -1 1
C 4.9404 -0.8410 1.7870
C 4.7565 0.2004 0.6832
C 5.7387 1.3990 0.7099
C 5.2467 2.7641 0.1538
N 3.9858 2.7307 -0.6037
C 2.8332 3.3869 -0.0116
C 1.5605 2.5623 -0.0052
C 0.8458 2.4479 1.1803
C -0.3203 1.7004 1.2745
C -0.8022 1.0582 0.1430
C -0.1292 1.1790 -1.0603
C 1.0525 1.9078 -1.1298
O 1.6831 1.9136 -2.3430
H 5.2740 -0.3625 2.7202
H 5.6739 -1.6057 1.5005
H 4.8804 -0.3057 -0.2821
H 3.7394 0.6056 0.6934
H 6.6425 1.1209 0.1571
H 6.0492 1.5460 1.7467
H 5.1354 3.4599 0.9942
H 6.0137 3.2078 -0.4888
H 4.1640 3.0552 -1.5416
H 2.6287 4.3714 -0.4611
H 3.0671 3.5774 1.0377
H 1.2438 2.9278 2.0675
H -0.8282 1.6045 2.2251
H -1.6965 0.4501 0.1858
H -0.4926 0.6691 -1.9434
H 2.4381 2.5074 -2.3131
C -3.5182 -3.8499 0.8379
C -3.1579 -2.4206 1.2028
O -3.8666 -1.4416 0.4558
C -5.2723 -1.4549 0.5770
C -5.7769 -1.2500 1.9964
H -3.3455 -4.0312 -0.2241
H -2.8982 -4.5364 1.4155
H -4.5629 -4.0815 1.0554
H -2.1057 -2.2399 0.9837
H -3.2848 -2.2567 2.2763
H -5.6914 -2.3773 0.1554
H -5.6132 -0.6341 -0.0554
H -5.4723 -2.0597 2.6605
H -6.8674 -1.2089 1.9994
H -5.3921 -0.3151 2.4056
C -1.7296 4.0708 -6.2836
C -0.7979 3.5947 -7.3860
O 0.5730 3.8268 -7.1294
C 1.0959 3.2000 -5.9658
C 0.9913 1.6869 -5.9646
H -1.5814 5.1342 -6.0909
H -2.7668 3.9125 -6.5824
H -1.5698 3.5315 -5.3495
H -1.0044 4.1448 -8.3052
H -0.9783 2.5348 -7.6012
H 0.6280 3.6105 -5.0646
H 2.1443 3.4977 -5.9418
H -0.0453 1.3468 -5.9713
H 1.4581 1.2918 -5.0622
H 1.4932 1.2637 -6.8365
C 0.4815 -3.9405 3.7427
C -0.5349 -3.0073 4.3739
O -1.8903 -3.3657 4.1288
C -2.3035 -4.6311 4.5984
C -2.1954 -4.8037 6.1043
H 0.3231 -4.0066 2.6660
H 1.4879 -3.5589 3.9128
H 0.4316 -4.9485 4.1599
H -0.4336 -2.0130 3.9400
H -0.3531 -2.9070 5.4501
H -1.7580 -5.4327 4.0858
H -3.3486 -4.7128 4.2937
H -1.1622 -4.7485 6.4484
H -2.5898 -5.7788 6.3944
H -2.7669 -4.0301 6.6194
*
```

As for the LUMO energy: 2.47 eV. The calculation puts the total energy at -34273.374 eV. For the largest force on an atom, the calculation gives 0.4 eV/Å. For the HOMO-LUMO gap, the calculation gives 3.212 eV.

Entry 6:
This record from OMol25 describes a molecular structure, C8H17Br2CoNO2 at a distorted geometry. The level of theory is wB97M-V/def2-TZVPD.

The geometry in ORCA input format:
```
! RIJCOSX wB97M-V def2-TZVPD def2/J DEFGRID3
* xyz 0 4
Co 0.9791 0.1048 0.3532
N -0.0387 -3.8614 1.2259
C 0.2879 -2.5567 1.1995
O 1.0227 -2.1151 0.3230
C -0.3156 -1.6722 2.2604
C 0.3575 -0.2951 2.2599
H 0.3289 -4.4752 0.5170
H -0.6330 -4.2517 1.9334
H -0.2464 -2.1721 3.2332
H -1.3738 -1.5631 2.0135
H 1.2449 -0.3387 2.9059
H -0.3279 0.4237 2.7187
Br 1.5106 3.0794 1.1787
C 3.1925 2.2070 1.5748
Br 3.5020 0.6183 0.4294
H 3.1668 1.8538 2.6017
H 4.0071 2.9084 1.4133
C -1.5456 -0.5327 -1.8219
C -0.8283 0.8357 -1.8272
C -0.6063 1.2878 -3.2833
C -1.6832 1.8699 -1.0645
O 0.3911 0.6983 -1.2098
H -2.4885 -0.4839 -2.3603
H -1.7320 -0.8339 -0.7918
H -0.8981 -1.2768 -2.2819
H -1.5599 1.4699 -3.7722
H -0.0646 0.5186 -3.8289
H -0.0121 2.1983 -3.3047
H -2.7046 1.9014 -1.4343
H -1.2387 2.8585 -1.1511
H -1.6937 1.5947 -0.0098
*
```

As for the LUMO energy (spin up / spin down): 0.10 / 0.05 eV. Its expectation value of S² is 3.7595. The calculation puts the total energy at -191868.306 eV. For the largest force on an atom, the calculation gives 1.9 eV/Å. For the HOMO-LUMO gap (spin up / spin down), the calculation gives 7.644 / 7.752 eV.

Entry 7:
This record from OMol25 describes a molecular structure, C44H55B2BrF9N10RbS at a distorted geometry. The level of theory is wB97M-V/def2-TZVPD.

The geometry in ORCA input format:
```
! RIJCOSX wB97M-V def2-TZVPD def2/J DEFGRID3
* xyz -2 1
Rb -0.0389 0.6513 -0.3406
C 3.8208 4.6753 2.6092
C 2.8161 3.5886 2.7713
C 1.6830 3.5936 3.5570
C 1.0612 2.3636 3.2919
N 1.7742 1.6851 2.4050
N 2.8452 2.4178 2.0958
B 4.0211 1.9672 1.2080
N 3.8685 2.4744 -0.2530
N 2.9336 1.9346 -1.0393
C 3.1388 2.3544 -2.2799
C 4.2475 3.2121 -2.2971
C 4.6884 3.2618 -0.9867
C 5.8517 4.0410 -0.4673
C 2.2550 1.9035 -3.4134
C 2.7500 2.4627 -4.7533
C 2.2525 0.3713 -3.4660
C 0.8352 2.4127 -3.1555
N 4.1552 0.4333 1.1275
N 3.2686 -0.4510 1.5824
C 3.7236 -1.6635 1.3001
C 4.9519 -1.5636 0.6326
C 5.1908 -0.2074 0.5384
C 6.3621 0.4659 -0.0900
C 2.9800 -2.9191 1.6598
C 2.1864 -3.3839 0.4372
C 2.0328 -2.6281 2.8227
C 3.9576 -4.0202 2.0883
C -0.1956 1.8302 3.9271
C -0.1107 0.3076 4.0629
C -0.3512 2.4450 5.3259
C -1.4100 2.1960 3.0675
H 3.5613 5.5175 3.2476
H 3.8220 5.0099 1.5736
H 4.8213 4.3292 2.8648
H 1.3685 4.3881 4.2054
H 5.0385 2.4080 1.6716
H 4.6792 3.7298 -3.1313
H 6.3261 4.5726 -1.2917
H 6.5924 3.3929 -0.0019
H 5.5380 4.7722 0.2752
H 3.7781 2.1580 -4.9488
H 2.7033 3.5510 -4.7586
H 2.1204 2.0909 -5.5612
H 3.2289 -0.0005 -3.7744
H 1.5063 0.0092 -4.1715
H 2.0369 -0.0339 -2.4794
H 0.8454 3.4897 -3.0021
H 0.4356 1.9420 -2.2595
H 0.1844 2.1863 -3.9973
H 5.5694 -2.3472 0.2400
H 7.0475 -0.2827 -0.4852
H 6.9034 1.0774 0.6337
H 6.0430 1.1095 -0.9083
H 1.4403 -2.6399 0.1732
H 1.6861 -4.3320 0.6269
H 2.8400 -3.5102 -0.4211
H 1.2706 -1.9233 2.5067
H 2.5791 -2.1713 3.6451
H 1.5576 -3.5459 3.1707
H 4.6247 -4.2841 1.2738
H 3.4033 -4.9121 2.3795
H 4.5563 -3.6889 2.9352
H 0.7678 0.0283 4.6422
H -0.0197 -0.1448 3.0770
H -1.0052 -0.0764 4.5625
H 0.5535 2.2825 5.9103
H -1.1947 1.9941 5.8501
H -0.5276 3.5143 5.2534
H -1.4253 1.5963 2.1561
H -1.3753 3.2409 2.7733
H -2.3369 2.0350 3.6191
C -4.4208 -3.3536 -0.8769
C -3.8052 -2.5046 -1.9405
C -4.1198 -2.6732 -3.2822
C -3.4734 -1.9123 -4.2398
C -2.5350 -1.0036 -3.7890
Br -1.6259 0.0377 -5.0727
N -2.2378 -0.7974 -2.5307
C -2.8521 -1.5383 -1.6260
H -5.2937 -3.8809 -1.2581
H -4.6977 -2.7483 -0.0177
H -3.6829 -4.0847 -0.5522
H -4.8521 -3.4109 -3.5876
H -3.6720 -2.0318 -5.2935
H -2.5674 -1.3734 -0.5980
N -4.0424 -0.4388 3.6388
C -4.7386 0.7738 3.5870
C -4.8068 1.5469 4.7338
C -5.4883 2.7559 4.7289
C -6.0591 3.2251 3.5626
C -5.9862 2.4601 2.4042
C -5.3639 1.2279 2.4215
S -5.3374 0.2025 0.9676
N -4.1821 -0.9101 1.3260
C -3.6688 -1.1028 2.4746
C -2.6776 -2.1807 2.5905
C -2.4165 -2.8551 3.7881
C -1.5636 -3.9468 3.7483
C -1.0135 -4.3353 2.5367
C -1.2949 -3.5690 1.4089
N -2.0936 -2.5250 1.4452
H -3.3871 -0.5043 4.4056
H -4.3090 1.1972 5.6307
H -5.5485 3.3251 5.6455
H -6.5441 4.1903 3.5341
H -6.4169 2.8178 1.4833
H -2.8925 -2.5683 4.7182
H -1.3418 -4.5012 4.6525
H -0.3866 -5.2105 2.4590
H -0.8919 -3.8072 0.4352
F -3.4866 2.6107 0.1159
C -2.2009 3.0852 -0.2905
F -2.0314 4.2162 0.5648
C -2.4353 3.6906 -1.6583
F -3.4830 4.5691 -1.8348
F -2.6525 2.7383 -2.5907
F -1.3551 4.3809 -2.0864
F -1.1978 -4.0618 -1.8972
B -0.1613 -3.4962 -2.6386
F 0.2593 -2.3277 -1.9914
F -0.6204 -3.1843 -3.9044
F 0.8802 -4.4034 -2.7140
*
```

As for the LUMO energy: 3.43 eV. The calculation puts the total energy at -168777.850 eV. For the largest force on an atom, the calculation gives 1.2 eV/Å. For the HOMO-LUMO gap, the calculation gives 5.833 eV.